The following is a DFT calculation (the ωB97M-V functional and the def2-TZVPD basis) of a cluster of 11 separate species, C5H34N2O11 in total in a non-equilibrium geometry.

Orbital gap (hartree): 0.36236
LUMO energy (eV): 0.218

Positions of all 52 atoms, in Å:
1 C -0.55407 -1.44123 3.35746
2 C 0.27362 -0.84159 2.16582
3 C 1.56674 -0.18614 2.63186
4 O 1.27962 1.00797 3.29685
5 N -0.61797 0.14599 1.44834
6 C -1.57568 -0.53906 0.53846
7 C -1.40568 -0.18736 -0.93350
8 N -0.13094 0.59709 -1.21826
9 H -0.76884 -0.62226 4.02485
10 H -1.58347 -1.72028 3.13655
11 H 0.06000 -2.23626 3.75727
12 H 0.68288 -1.71366 1.56272
13 H 2.31249 -0.06510 1.85942
14 H 1.95578 -0.85899 3.43167
15 H 0.55566 1.42695 2.80028
16 H -0.10773 0.87060 0.97827
17 H -1.65277 -1.55522 0.88514
18 H -2.54235 -0.03935 0.74503
19 H -2.13049 0.66766 -1.01451
20 H -1.45638 -0.90383 -1.70721
21 H 0.01292 0.60501 -2.24733
22 H 0.68513 0.18976 -0.79705
23 O -0.59876 0.57561 -4.41131
24 H -0.17023 -0.28945 -4.47703
25 H -1.45539 0.25328 -4.09101
26 O 1.60049 2.34839 1.00894
27 H 1.28297 2.74490 1.81561
28 H 1.31252 2.84691 0.16695
29 O -2.56759 -1.22698 -3.88975
30 H -1.73797 -1.70922 -3.96290
31 H -2.87883 -1.49231 -3.01573
32 O 2.84957 0.33501 -0.66015
33 H 2.40776 0.77980 0.07887
34 H 3.65177 0.81770 -0.86246
35 O 0.07209 -4.06687 -0.00196
36 H 0.45072 -3.28636 0.40452
37 H -0.50143 -4.37991 0.70336
38 O -1.21871 3.29713 -0.73112
39 H -2.11192 3.48508 -0.36771
40 H -1.03724 2.33904 -0.91579
41 O 1.25434 4.22209 -0.82257
42 H 0.31786 4.01153 -0.62866
43 H 1.32981 4.14042 -1.77659
44 O -0.64121 -3.10572 -2.54946
45 H -0.53697 -4.05726 -2.48165
46 H 0.20122 -2.74240 -2.22348
47 O 2.28233 -1.92608 -1.76051
48 H 2.38591 -0.95749 -1.62930
49 H 3.05916 -2.25408 -1.29968
50 O -1.55217 2.42198 3.05960
51 H -1.11771 2.71329 3.85920
52 H -1.19084 1.56132 2.75966